C8H5INO4 | wB97M-V/def2-TZVPD

Last columns: bonded neighbours and bond lengths (Å).
Element x y z (Å)
1 C -0.72900 -0.19224 -2.01233  C2 1.409, C3 1.402, H15 1.128
2 C -0.44523 1.00271 -1.32151  C1 1.409, C4 1.407, H16 1.107
3 C -1.48992 -1.20538 -1.41124  C1 1.402, C5 1.393, H17 1.108
4 C -0.70813 1.14172 0.05391  C2 1.407, C6 1.416, H18 1.111
5 C -1.73508 -1.12593 -0.04186  C3 1.393, C6 1.470, H19 1.114
6 C -1.27778 0.03726 0.73285  C4 1.416, C5 1.470, C8 1.387
7 C 3.34307 0.24330 0.14592  O10 1.167, O11 1.163
8 C -1.80184 0.08193 2.01576  C6 1.387, I14 2.065
9 N 0.98112 -0.50770 1.70976  O12 1.256, O13 1.219
10 O 4.19808 0.51819 0.89077  C7 1.167
11 O 2.89425 -0.04754 -0.88719  C7 1.163
12 O 1.71586 0.40100 1.24831  N9 1.256
13 O 1.19805 -1.70214 1.59424  N9 1.219
14 I -1.26118 1.76322 3.08555  C8 2.065
15 H -0.60524 -0.08094 -3.12760  C1 1.128
16 H -0.06057 1.83313 -1.94427  C2 1.107
17 H -1.78472 -2.13349 -1.93968  C3 1.108
18 H -0.34594 1.98674 0.67682  C4 1.111
19 H -2.08580 -2.01385 0.53179  C5 1.114

Spin multiplicity: 1
HOMO-LUMO gap (alpha / beta) in eV: 6.11 / 6.11
E_HOMO (alpha / beta) in eV: -4.08 / -4.09
ΔE to the lowest compared entry with this formula, charge and spin in kJ/mol: 262.9
Total charge: -1

Which charges does Löwdin predict for the atoms? In e, they are: number 1, C, carries -0.082; number 2, C, carries -0.081; number 3, C, carries -0.099; number 4, C, carries -0.117; number 5, C, carries -0.038; number 6, C, carries -0.520; number 7, C, carries -0.581; number 8, C, carries -0.490; number 9, N, carries -0.277; number 10, O, carries 0.124; number 11, O, carries 0.124; number 12, O, carries -0.131; number 13, O, carries -0.070; number 14, I, carries 0.772; number 15, H, carries 0.112; number 16, H, carries 0.106; number 17, H, carries 0.101; number 18, H, carries 0.028; number 19, H, carries 0.117